(1)
A molecular structure, C30H54BeN7OP2 at a distorted geometry. Source: the Open Molecules 2025 dataset; level of theory: ωB97M-V with the def2-TZVPD basis set.

XYZ file:
```
95
Properties=species:S:1:pos:R:3
C 2.691 2.445 -0.329
C 0.457 2.373 -1.222
C 2.637 3.805 -0.405
C 0.267 3.735 -0.890
C 1.386 4.462 -0.537
H 3.574 4.349 -0.298
H -0.733 4.139 -1.080
H 1.352 5.535 -0.404
N 1.516 1.720 -0.521
P 3.129 0.051 0.785
P -2.524 0.714 -0.938
C 3.858 1.579 0.041
H 4.416 1.261 -0.857
H 4.582 2.086 0.695
C -0.094 1.915 -2.387
H -0.674 2.636 -2.968
C -3.656 0.661 -2.458
C -3.390 0.660 0.710
C 3.609 -1.513 -0.060
C 3.452 0.269 2.599
C -3.516 -0.780 -2.956
H -3.802 -1.523 -2.202
H -4.137 -0.929 -3.852
H -2.470 -0.984 -3.215
C -5.096 1.090 -2.169
H -5.610 0.496 -1.413
H -5.113 2.144 -1.875
H -5.671 1.014 -3.101
C -3.168 1.611 -3.557
H -3.867 1.557 -4.409
H -3.138 2.653 -3.218
H -2.181 1.327 -3.927
C -4.254 -0.602 0.709
H -3.619 -1.496 0.644
H -4.821 -0.657 1.648
H -4.963 -0.652 -0.125
C -2.377 0.585 1.863
H -1.825 -0.363 1.886
H -1.655 1.407 1.806
H -2.923 0.675 2.812
C -4.135 1.989 0.846
H -4.950 2.109 0.131
H -4.548 2.069 1.858
H -3.431 2.819 0.709
C 2.944 -0.955 3.380
H 3.087 -0.751 4.451
H 1.871 -1.122 3.208
H 3.502 -1.870 3.140
C 2.701 1.519 3.095
H 3.016 2.437 2.585
H 1.615 1.406 2.987
H 2.923 1.635 4.166
C 4.965 0.442 2.837
H 5.115 0.547 3.920
H 5.549 -0.423 2.494
H 5.365 1.345 2.360
C 3.405 -1.363 -1.586
H 4.017 -0.548 -2.003
H 3.728 -2.302 -2.067
H 2.344 -1.201 -1.843
C 2.739 -2.688 0.440
H 1.680 -2.538 0.202
H 3.079 -3.601 -0.072
H 2.840 -2.845 1.521
C 5.088 -1.818 0.263
H 5.751 -0.964 0.051
H 5.229 -2.126 1.311
H 5.409 -2.659 -0.369
Be -0.619 -0.718 -0.685
C 1.440 0.501 0.144
O 0.299 -0.014 0.457
N -0.229 -0.443 -2.191
C 0.015 0.577 -2.893
C 0.506 0.448 -4.382
C -0.157 1.451 -5.331
C 2.001 0.735 -4.374
C 0.195 -0.967 -4.854
H -1.191 1.168 -5.578
H -0.139 2.468 -4.927
H 0.394 1.466 -6.282
H 2.522 0.019 -3.727
H 2.418 0.673 -5.386
H 2.158 1.753 -3.994
H 0.612 -1.167 -5.847
H 0.590 -1.686 -4.128
H -0.892 -1.104 -4.918
N -1.754 -5.516 -1.284
N -1.236 -4.397 -0.651
N -1.295 -4.318 0.718
C -1.146 -3.012 0.896
N -1.081 -2.315 -0.256
N -1.238 -3.225 -1.269
H -1.474 -5.521 -2.258
H -1.513 -6.356 -0.772
H -1.078 -2.568 1.883
```

Orbital gap (alpha / beta): 0.2429 / 0.1930 Ha
Charge: +1
HOMO (alpha / beta): -9.196 / -8.283 eV

---

(2)
A single C13H17NSe molecule at a distorted geometry. Source: the Open Molecules 2025 dataset; level of theory: ωB97M-V with the def2-TZVPD basis set.

XYZ file:
```
32
Properties=species:S:1:pos:R:3
C 1.485 2.023 -2.290
C -2.939 0.372 -0.640
C -2.318 0.453 -1.884
C -2.383 0.954 0.442
C -1.104 1.115 -2.008
C -1.097 1.578 0.364
C -0.470 1.616 -0.890
C -0.453 -2.849 2.146
C 1.020 3.808 -0.693
C 0.719 -2.430 1.184
C 0.657 -0.912 1.061
C 1.797 -0.387 0.197
C 0.886 2.158 -0.953
N 2.135 2.067 -3.217
Se 2.274 1.527 0.361
H -3.820 -0.109 -0.471
H -2.947 0.390 -2.761
H -2.677 0.692 1.510
H -0.715 1.229 -3.002
H -0.541 1.873 1.251
H -1.318 -2.598 1.532
H -0.163 -2.334 3.056
H -0.295 -3.972 2.137
H 0.601 3.881 0.242
H 2.043 4.112 -0.606
H 0.490 4.347 -1.448
H 1.568 -2.921 1.499
H 0.327 -2.991 0.244
H 0.622 -0.327 1.867
H -0.292 -0.764 0.540
H 2.677 -0.974 0.464
H 1.549 -0.552 -0.918
```

Orbital gap: 0.3345 Ha
Energy relative to the best compared isomer or geometry (same formula, charge and spin): 13.29 kcal per mole
Charge: 0
HOMO: -8.782 eV
Structure (SMILES): CCCC[Se][C@@](C)(C#N)c1ccccc1

---

(3)
A molecular structure, C44H37CaN7O6PS5 at a distorted geometry. Source: the Open Molecules 2025 dataset; level of theory: ωB97M-V with the def2-TZVPD basis set.

XYZ file:
```
101
Properties=species:S:1:pos:R:3
Ca -0.234 -0.369 -0.268
N -2.344 -7.918 -3.876
C -1.582 -6.777 -3.563
C -1.843 -6.056 -2.398
C -1.032 -4.997 -2.033
C 0.041 -4.641 -2.841
C 0.291 -5.327 -4.014
C -0.520 -6.391 -4.379
S 1.268 -3.534 -2.174
O 1.627 -4.173 -0.932
O 2.320 -3.385 -3.154
N 0.526 -2.142 -1.852
C 0.226 -1.375 -2.925
N 0.069 -0.052 -2.674
C -0.150 0.740 -3.718
C -0.240 0.270 -5.012
C -0.135 -1.109 -5.158
N 0.091 -1.934 -4.154
H -3.253 -7.934 -3.447
H -2.371 -8.141 -4.857
H -2.678 -6.341 -1.766
H -1.226 -4.450 -1.115
H 1.132 -5.021 -4.624
H -0.327 -6.938 -5.296
H -0.252 1.797 -3.497
H -0.430 0.925 -5.848
H -0.243 -1.577 -6.135
S -1.312 4.919 5.717
C -0.387 4.382 7.066
C 0.166 3.165 6.822
C -0.157 2.648 5.539
C -0.957 3.476 4.797
C -1.448 3.314 3.436
C -1.218 2.122 2.704
N -1.551 1.927 1.450
C -2.228 2.919 0.792
C -2.568 4.134 1.467
C -3.349 5.127 0.787
C -3.756 4.938 -0.480
C -3.416 3.737 -1.199
C -3.847 3.534 -2.493
C -3.572 2.314 -3.155
C -2.829 1.371 -2.404
N -2.352 1.544 -1.196
C -2.644 2.726 -0.542
C -4.017 2.065 -4.500
C -4.583 2.951 -5.400
C -4.866 2.380 -6.667
C -4.539 1.062 -6.749
S -3.875 0.496 -5.259
C -2.154 4.312 2.774
H -0.311 5.003 7.946
H 0.797 2.648 7.533
H 0.217 1.701 5.163
H -0.731 1.288 3.198
H -3.617 6.026 1.334
H -4.370 5.678 -0.982
H -4.426 4.310 -2.981
H -2.632 0.398 -2.850
H -4.770 3.992 -5.166
H -5.296 2.931 -7.495
H -4.635 0.389 -7.588
H -2.388 5.244 3.280
C 6.074 0.454 3.258
C 4.595 0.417 3.587
O 3.883 0.880 2.436
P 2.273 1.163 2.501
S 1.810 1.520 0.595
S 1.432 -0.106 3.750
O 2.262 2.586 3.314
C 1.993 3.883 2.780
C 2.871 4.887 3.501
H 6.647 0.030 4.086
H 6.403 1.479 3.073
H 6.263 -0.141 2.363
H 4.370 1.057 4.443
H 4.276 -0.596 3.830
H 0.939 4.119 2.941
H 2.181 3.896 1.709
H 2.667 4.868 4.574
H 2.659 5.891 3.124
H 3.925 4.655 3.335
O -2.307 -3.459 1.412
C -1.538 -2.555 1.077
O -1.805 -1.547 0.346
C -0.076 -2.712 1.529
C 0.238 -3.728 2.454
C 1.542 -3.998 2.721
C 2.553 -3.322 2.006
C 3.919 -3.663 2.115
C 4.853 -3.030 1.346
C 4.457 -2.030 0.435
C 3.147 -1.669 0.324
C 2.158 -2.298 1.116
N 0.838 -1.967 0.948
H -0.579 -4.255 2.924
H 1.822 -4.769 3.432
H 4.207 -4.460 2.793
H 5.898 -3.309 1.421
H 5.200 -1.557 -0.195
H 2.841 -0.932 -0.399
```

2S+1: 2
Orbital gap (alpha / beta): 0.1372 / 0.2432 Ha
Charge: -2
HOMO (alpha / beta): -0.017 / -2.902 eV

---

> The lowest charge belongs to which entry?

C44H37CaN7O6PS5